A molecular structure, C6H14N2O at a distorted geometry, computed with wB97M-V/def2-TZVPD.

## Properties
energy above the lowest of the compared OMol25 structures with the same formula, charge and spin	283.35	kJ/mol
Kohn-Sham gap	0.3144	Ha
E_tot	-11474.83335	eV
total charge	0
HOMO level	-0.28086	Ha

Atoms and positions in Å:
C -1.875 -1.275 -0.441
C -1.111 -0.287 0.429
N -1.957 0.645 1.039
O -0.148 -0.787 1.231
H -1.610 0.979 1.927
H -2.953 0.484 1.003
H -1.187 -1.899 -1.003
H -2.549 -0.764 -1.130
H -2.451 -1.925 0.223
C 1.948 0.675 0.937
C 1.716 -1.299 -0.628
C 1.080 -0.090 -0.009
N -0.039 2.036 -0.625
C 0.036 0.608 -0.744
H -0.132 2.495 -1.522
H -0.810 2.325 -0.029
H -0.147 0.222 -1.747
H 2.685 1.228 0.344
H 1.367 1.402 1.496
H 2.562 -0.962 -1.237
H 1.027 -1.836 -1.276
H 2.085 -1.975 0.141
H 2.462 0.000 1.618

Löwdin atomic charge list, values in e, 8 entries: number 1, C, carries -0.0232; number 2, C, carries -0.6187; number 3, N, carries 0.1142; number 4, O, carries -0.0906; number 5, H, carries 0.0986; number 6, H, carries 0.0884; number 7, H, carries 0.0664; number 8, H, carries 0.0839